(1)
{"formula": "C5H8O", "method": "wB97M-V/def2-TZVPD", "smiles": "C=C/C=C/OC", "fmax_ha_per_bohr": 0.07008, "spin_multiplicity": 1, "e_above_lowest_kcal_mol": 62.7, "homo_energy_ev": -7.985, "symbols": ["C", "C", "H", "H", "H", "H", "C", "C", "C", "O", "H", "H", "H", "H"], "coordinates": [[-0.591, 0.530, 1.603], [-0.163, 0.315, -0.794], [0.372, -1.130, 0.562], [0.480, -2.357, -1.215], [-0.771, -0.058, 2.603], [1.863, -1.266, -0.774], [-0.090, -0.188, 0.472], [-1.107, 1.819, 1.489], [1.124, -1.482, -1.551], [0.443, -0.279, -1.850], [1.729, -1.857, -2.459], [-0.895, 2.466, 0.559], [-0.870, 1.220, -1.000], [-1.523, 2.266, 2.355]]}



(2)
{"formula": "C5H8O", "method": "wB97M-V/def2-TZVPD", "fmax_ha_per_bohr": 0.01170, "spin_multiplicity": 1, "e_above_lowest_kcal_mol": 77.8, "homo_energy_ev": -8.625, "symbols": ["H", "H", "H", "H", "H", "C", "H", "H", "C", "C", "H", "C", "C", "O"], "coordinates": [[0.452, -0.379, -2.658], [1.078, 1.287, -2.143], [-2.152, 0.448, 2.177], [-0.960, -1.679, -0.821], [0.751, -2.030, -0.410], [0.404, -0.001, -0.591], [0.965, 1.878, 0.346], [-0.351, -1.468, 0.835], [-0.938, 1.100, 0.941], [0.526, 0.912, 0.608], [1.115, 0.427, 1.405], [-0.095, -1.373, -0.224], [0.663, 0.327, -1.855], [-1.195, 0.396, 2.030]]}



| no. | orbital gap (eV) |
| --- | --- |
| 1 | 8.87 |
| 2 | 9.39 |